Record 1
DFT (the ωB97M-V functional and the def2-TZVPD basis) results for a cluster of 2 separate species, C3H5FO2 in total.

Computed properties:
M ... 92.1 g mol⁻¹
Kohn-Sham gap ... 9.4271 eV
Energy above the lowest of the compared OMol25 structures with the same formula, charge and spin ... 490.65 kJ/mol

Geometry as ORCA input:
```
! RIJCOSX wB97M-V def2-TZVPD def2/J DEFGRID3
* xyz 0 1
C -1.4253 -1.2445 -0.4988
C -0.2585 -0.3747 -0.3021
C 1.5686 0.7152 0.4060
O -0.9496 -0.8039 0.7520
O 0.9124 0.0010 -0.6584
F -1.4289 1.7208 -0.2824
H -2.2394 -0.5660 -0.6383
H -1.3804 -2.2447 -0.6265
H 0.8214 1.4497 0.7970
H 2.4296 1.3092 -0.0371
H 1.9502 0.0377 1.0884
*
```

Here is what natural (NBO) gives for the atomic charges, in e:
1 C -0.137
2 C 0.882
3 C -0.290
4 O -0.386
5 O -0.393
6 F -0.814
7 H 0.265
8 H 0.202
9 H 0.261
10 H 0.217
11 H 0.192

Record 2
DFT (the ωB97M-V functional and the def2-TZVPD basis) results for a cluster of 2 separate species, C3H5FO3 in total.

Computed properties:
M ... 108.1 g mol⁻¹
Kohn-Sham gap (alpha / beta) ... 6.6836 / 8.3612 eV
Energy above the lowest of the compared OMol25 structures with the same formula, charge and spin ... 0.00 kJ/mol

Geometry as ORCA input:
```
! RIJCOSX wB97M-V def2-TZVPD def2/J DEFGRID3
* xyz 0 3
C 1.3104 -0.4996 -0.9417
C -0.8707 -0.0588 0.4133
C 1.0425 0.7289 -0.1628
O 2.1850 -1.2694 -0.5803
O -1.6524 0.1957 -0.6885
O 1.6253 0.8278 1.0091
F 0.5236 1.9096 -0.7423
H 0.6780 -0.6066 -1.8713
H -0.8357 -1.0763 0.5061
H -0.7629 0.5147 1.3634
H -1.4057 1.0432 -1.1030
H 2.4173 0.3224 1.1113
*
```

Here is what natural (NBO) gives for the atomic charges, in e:
1 C 0.164
2 C -0.095
3 C 0.666
4 O -0.563
5 O -0.668
6 O -0.668
7 F -0.338
8 H 0.141
9 H 0.153
10 H 0.184
11 H 0.491
12 H 0.534

Record 3
DFT (the ωB97M-V functional and the def2-TZVPD basis) results for the molecule C3H5FS.

Computed properties:
SMILES ... FC[C@@H]1CS1
M ... 92.1 g mol⁻¹
Kohn-Sham gap ... 9.5883 eV
Energy above the lowest of the compared OMol25 structures with the same formula, charge and spin ... 243.67 kJ/mol

Geometry as ORCA input:
```
! RIJCOSX wB97M-V def2-TZVPD def2/J DEFGRID3
* xyz 0 1
C -0.5459 0.1783 -1.0743
C 0.0468 0.5975 0.2763
C 0.5782 -0.5881 0.9486
H -1.2167 1.0242 -1.5217
H 0.2627 0.2689 -1.7696
H 0.5994 1.6617 0.3977
H 0.8041 -1.5908 0.3165
H 1.3642 -0.6422 1.7847
F -0.8239 -0.9996 -1.1704
S -1.0690 0.0901 1.8123
*
```

Here is what natural (NBO) gives for the atomic charges, in e:
1 C 0.068
2 C -0.314
3 C -0.466
4 H 0.154
5 H 0.142
6 H 0.261
7 H 0.241
8 H 0.242
9 F -0.302
10 S -0.026

Record 4
DFT (the ωB97M-V functional and the def2-TZVPD basis) results for a structure of composition C3H5FeLiO4.

Computed properties:
M ... 167.9 g mol⁻¹
Kohn-Sham gap (alpha / beta) ... 4.9089 / 7.9108 eV
Energy above the lowest of the compared OMol25 structures with the same formula, charge and spin ... 0.00 kJ/mol

Geometry as ORCA input:
```
! RIJCOSX wB97M-V def2-TZVPD def2/J DEFGRID3
* xyz 1 6
Fe 1.8095 2.0103 -1.3842
O 1.8310 1.2819 0.2937
C 1.5284 0.2036 1.0284
H 2.4175 -0.4054 1.2899
H 0.9226 0.4331 1.9286
C 0.5874 -0.8764 0.1077
O -0.7150 -0.2740 0.2186
C -1.3334 0.2591 -0.8171
O -0.7869 0.8982 -1.6727
O -2.6087 -0.0891 -0.6242
Li -2.1537 -1.3662 1.2889
H 0.7358 -1.9613 0.1892
H 0.9884 -0.6963 -0.8990
H -3.2229 0.5826 -0.9479
*
```

Here is what natural (NBO) gives for the atomic charges, in e:
1 Fe 0.847
2 O -1.014
3 C -0.007
4 H 0.169
5 H 0.154
6 C -0.176
7 O -0.610
8 C 0.993
9 O -0.562
10 O -0.734
11 Li 0.984
12 H 0.213
13 H 0.207
14 H 0.535

Record 5
DFT (the ωB97M-V functional and the def2-TZVPD basis) results for a structure of composition C3H5FeO3.

Computed properties:
M ... 144.9 g mol⁻¹
Kohn-Sham gap (alpha / beta) ... 8.5946 / 8.6086 eV
Energy above the lowest of the compared OMol25 structures with the same formula, charge and spin ... 102.05 kJ/mol

Geometry as ORCA input:
```
! RIJCOSX wB97M-V def2-TZVPD def2/J DEFGRID3
* xyz 1 5
H 1.9159 -1.3725 -0.1463
C 2.0775 -0.4076 0.3533
C 0.9303 0.5422 0.1517
O -0.3602 -0.2391 0.5468
C -1.2831 -0.3416 -0.3190
O -2.2996 -1.0131 0.1535
H 3.0221 0.1277 0.1890
H 0.8891 1.4363 0.7921
H -2.9631 -1.1439 -0.5351
H 1.9417 -0.5061 1.4831
Fe -0.4447 0.3889 -2.2608
O 0.9754 0.7935 -1.1979
*
```

Here is what natural (NBO) gives for the atomic charges, in e:
1 H 0.236
2 C -0.647
3 C 0.385
4 O -0.467
5 C 0.338
6 O -0.606
7 H 0.257
8 H 0.204
9 H 0.513
10 H 0.228
11 Fe 1.432
12 O -0.873

Record 6
DFT (the ωB97M-V functional and the def2-TZVPD basis) results for the molecule C3H5I.

Computed properties:
SMILES ... C/C=C/I
M ... 168.0 g mol⁻¹
Kohn-Sham gap ... 9.1380 eV
Energy above the lowest of the compared OMol25 structures with the same formula, charge and spin ... 100.91 kJ/mol

Geometry as ORCA input:
```
! RIJCOSX wB97M-V def2-TZVPD def2/J DEFGRID3
* xyz 0 1
C -0.1124 0.5409 -0.1442
C -1.2021 -0.3706 0.2100
C 1.2435 0.0161 -0.0330
I -3.2513 0.0706 -0.0210
H -0.2209 1.5949 -0.3509
H -1.0669 -1.4351 0.5367
H 1.3478 -0.4019 -0.9953
H 2.0371 0.8432 0.1751
H 1.2253 -0.8581 0.6226
*
```

Here is what natural (NBO) gives for the atomic charges, in e:
1 C -0.161
2 C -0.417
3 C -0.662
4 I 0.125
5 H 0.216
6 H 0.218
7 H 0.231
8 H 0.225
9 H 0.225

Record 7
DFT (the ωB97M-V functional and the def2-TZVPD basis) results for a cluster of 2 separate species, C3H5I3Si in total.

Computed properties:
M ... 449.9 g mol⁻¹
Kohn-Sham gap ... 7.9877 eV
Energy above the lowest of the compared OMol25 structures with the same formula, charge and spin ... 228.38 kJ/mol

Geometry as ORCA input:
```
! RIJCOSX wB97M-V def2-TZVPD def2/J DEFGRID3
* xyz 0 1
C -0.8517 -0.4463 0.3556
C -1.7337 0.5682 0.4961
C 0.6535 -0.2804 0.7656
Si -4.1896 0.1384 -0.1246
I -4.8489 -1.2214 -2.1228
I -5.0685 -1.1697 1.7119
I -5.1907 2.3502 -0.3190
H -1.0980 -1.4214 0.1810
H -1.5057 1.7109 0.5720
H 1.0287 0.6444 0.4231
H 1.1082 -1.1912 0.2158
H 0.7787 -0.3615 1.8055
*
```

Here is what natural (NBO) gives for the atomic charges, in e:
1 C -0.226
2 C -0.337
3 C -0.630
4 Si 0.564
5 I -0.153
6 I -0.147
7 I -0.141
8 H 0.200
9 H 0.220
10 H 0.216
11 H 0.213
12 H 0.221

Record 8
DFT (the ωB97M-V functional and the def2-TZVPD basis) results for the molecule C3H5I3Si.

Computed properties:
SMILES ... I[Si](I)(I)C1CC1
M ... 449.9 g mol⁻¹
Kohn-Sham gap ... 7.9095 eV
Energy above the lowest of the compared OMol25 structures with the same formula, charge and spin ... 134.40 kJ/mol

Geometry as ORCA input:
```
! RIJCOSX wB97M-V def2-TZVPD def2/J DEFGRID3
* xyz 0 1
C -1.1102 0.9411 0.1706
C -1.2502 -0.1625 -0.7949
C -0.3462 -0.3742 0.4681
Si 1.4834 -0.2196 0.2201
I 2.3309 -2.9378 0.7935
I 1.9087 0.8675 -1.9399
I 2.8744 1.1374 1.8154
H -0.4401 1.7901 0.0004
H -1.8051 1.2321 0.9663
H -2.1264 -0.7206 -0.8758
H -0.7511 -0.3399 -1.7560
H -0.7681 -1.2136 0.9322
*
```

Here is what natural (NBO) gives for the atomic charges, in e:
1 C -0.400
2 C -0.386
3 C -0.804
4 Si 0.942
5 I -0.283
6 I -0.135
7 I -0.136
8 H 0.228
9 H 0.243
10 H 0.225
11 H 0.232
12 H 0.273

Record 9
DFT (the ωB97M-V functional and the def2-TZVPD basis) results for a cluster of 2 separate species, C3H5IN2 in total.

Computed properties:
M ... 196.0 g mol⁻¹
Kohn-Sham gap (alpha / beta) ... 7.6344 / 7.6277 eV
Energy above the lowest of the compared OMol25 structures with the same formula, charge and spin ... 309.00 kJ/mol

Geometry as ORCA input:
```
! RIJCOSX wB97M-V def2-TZVPD def2/J DEFGRID3
* xyz 0 1
C -0.1242 1.2660 0.3259
C -0.4777 -1.4445 -0.1208
C 0.7569 0.5796 -0.5219
N -1.1854 1.8221 -0.0951
N 0.4416 -2.1752 0.0331
I 2.7103 0.1235 0.0665
H 0.1408 1.4566 1.3404
H -1.5154 -1.3899 -0.2027
H 0.4725 0.6556 -1.6301
H -1.7000 2.3258 0.6153
H 0.4806 -3.2197 0.1894
*
```

Here is what natural (NBO) gives for the atomic charges, in e:
1 C 0.001
2 C 0.273
3 C -0.490
4 N -0.699
5 N -0.610
6 I 0.193
7 H 0.161
8 H 0.192
9 H 0.246
10 H 0.335
11 H 0.396

Record 10
DFT (the ωB97M-V functional and the def2-TZVPD basis) results for the molecule C3H5IN2Si.

Computed properties:
M ... 224.1 g mol⁻¹
Kohn-Sham gap ... 7.8890 eV
Energy above the lowest of the compared OMol25 structures with the same formula, charge and spin ... 166.87 kJ/mol

Geometry as ORCA input:
```
! RIJCOSX wB97M-V def2-TZVPD def2/J DEFGRID3
* xyz 0 1
C -1.8954 0.4337 0.5250
C -1.4808 -0.8769 0.2418
C 0.1711 1.1881 -0.1308
N -0.9405 1.3199 0.2944
N -0.2974 -1.0716 -0.2321
Si 1.8897 0.7269 -0.5466
I 2.9202 -0.6726 1.2182
H -2.8518 0.7384 0.8949
H -2.1847 -1.6763 0.4503
H 0.0268 -2.0137 -0.3812
H 2.7070 1.9359 -0.5523
H 1.9358 -0.0319 -1.7814
*
```

Here is what natural (NBO) gives for the atomic charges, in e:
1 C -0.237
2 C 0.065
3 C 0.012
4 N -0.294
5 N -0.727
6 Si 0.910
7 I -0.227
8 H 0.214
9 H 0.194
10 H 0.377
11 H -0.156
12 H -0.130

Record 11
DFT (the ωB97M-V functional and the def2-TZVPD basis) results for a structure of composition C3H5IN3.

Computed properties:
M ... 210.0 g mol⁻¹
Kohn-Sham gap (alpha / beta) ... 6.4407 / 6.3848 eV
Energy above the lowest of the compared OMol25 structures with the same formula, charge and spin ... 280.98 kJ/mol

Geometry as ORCA input:
```
! RIJCOSX wB97M-V def2-TZVPD def2/J DEFGRID3
* xyz 1 1
C -0.8919 2.2509 -0.1010
C 0.9308 1.1896 0.2164
C -0.1284 -1.1647 0.0258
N 0.3964 2.4362 0.1276
N -1.1025 0.9784 -0.2087
N 0.0103 0.2535 -0.0094
I -3.7007 -0.0612 -0.2934
H -1.5011 3.1417 -0.1869
H 2.0072 0.9632 0.4569
H -0.4543 -1.5950 0.9788
H -0.5739 -1.3810 -0.9430
H 0.8466 -1.5312 0.1246
*
```

Here is what natural (NBO) gives for the atomic charges, in e:
1 C 0.180
2 C 0.232
3 C -0.437
4 N -0.404
5 N -0.225
6 N -0.167
7 I 0.560
8 H 0.260
9 H 0.254
10 H 0.253
11 H 0.246
12 H 0.247

Record 12
DFT (the ωB97M-V functional and the def2-TZVPD basis) results for a cluster of 2 separate species, C3H5IN4S in total.

Computed properties:
M ... 256.1 g mol⁻¹
Kohn-Sham gap (alpha / beta) ... 4.2767 / 3.8982 eV
Energy above the lowest of the compared OMol25 structures with the same formula, charge and spin ... 119.27 kJ/mol

Geometry as ORCA input:
```
! RIJCOSX wB97M-V def2-TZVPD def2/J DEFGRID3
* xyz 0 1
C -0.3705 2.2506 0.8247
C 0.3589 -2.7806 -0.4711
C -0.0556 -0.1907 0.2809
N -1.2269 3.0868 0.3727
N -2.0559 2.4188 -0.4173
N -1.7664 1.1978 -0.5589
N -0.6116 1.0113 0.2461
S -0.9230 -1.4293 -0.6045
I 3.6434 1.0510 0.0596
H 0.4682 2.5839 1.3509
H -0.1782 -3.5956 0.1584
H 1.3076 -2.2591 -0.1904
H 0.4339 -3.0669 -1.5768
H 0.9760 -0.2779 0.5256
*
```

Here is what natural (NBO) gives for the atomic charges, in e:
1 C 0.240
2 C -0.738
3 C 0.049
4 N -0.248
5 N 0.017
6 N -0.027
7 N -0.293
8 S 0.479
9 I -0.818
10 H 0.266
11 H 0.261
12 H 0.273
13 H 0.253
14 H 0.287